# 1
79
Properties=species:S:1:pos:R:3 method="wB97M-V/def2-TZVPD" e_tot_ev=-107405.6221 charge=+1 relative_energy_kcal_mol=94.2 homo_ha="-0.318 / -0.318"
H 0.50 -5.59 0.57
N 3.68 -0.91 -0.90
C -2.70 -1.59 1.58
O -0.34 7.51 -3.82
C -2.32 -2.77 0.94
H -4.24 2.62 -1.08
H -5.30 -4.39 1.24
C 2.45 -0.57 -0.79
H -5.09 4.69 -1.68
C 5.26 -0.64 -2.78
N 1.50 0.28 0.62
C 1.46 -1.16 0.15
O -1.26 9.47 -2.66
C -3.29 2.72 -0.56
C -4.91 -2.41 1.97
C 0.88 -5.50 3.92
C 0.53 -5.18 1.57
C -2.76 1.64 0.09
C -3.28 -3.78 0.83
H 1.88 -1.87 0.87
C 0.15 -3.85 1.76
S -0.76 8.12 -2.57
H -5.90 -2.27 2.37
N -1.57 1.69 0.72
C 0.51 -4.18 4.14
C -0.40 0.45 -1.76
C -4.26 5.37 -1.83
H 4.70 -0.25 -3.63
C -2.57 3.92 -0.61
C 4.72 -0.03 -1.47
C 1.85 0.81 -0.75
H 5.50 0.05 -0.72
H 4.21 -2.51 -3.13
C 4.17 -2.24 -0.46
H 1.03 0.73 2.85
H 2.56 1.63 -0.71
C -3.97 -1.40 2.09
H 0.08 2.85 1.20
H -1.15 0.79 -2.46
N -1.99 5.97 -1.53
P -0.67 -3.18 0.24
H 1.21 -7.02 2.45
H 6.29 -2.29 -0.90
H 0.92 1.93 -2.40
N 0.35 -1.02 2.66
C 5.36 -2.68 -1.31
H 5.42 -3.76 -1.28
H 4.31 0.96 -1.64
C -0.89 2.85 0.69
C 0.76 1.10 -1.72
C 0.91 -5.99 2.64
H 4.44 -2.17 0.60
N -3.43 7.42 -2.73
H -3.29 0.69 0.12
H -3.02 -4.71 0.34
C -4.56 -3.60 1.34
H -2.00 -0.76 1.70
H 3.35 -2.95 -0.56
O 0.22 0.29 3.18
C 0.18 -3.34 3.08
C 0.02 -1.94 3.47
C -2.23 7.09 -2.22
C 0.03 -1.52 -0.16
H -0.77 4.88 0.02
H -5.38 6.84 -2.94
Fe -0.51 0.03 1.12
C -0.77 -0.71 -0.94
O 0.11 7.86 -1.44
H 1.14 -6.13 4.76
H -1.77 -1.09 -1.13
C -4.42 6.57 -2.53
C 5.18 -2.17 -2.75
H 5.94 -2.60 -3.40
H 0.51 -3.78 5.15
H -0.27 -1.69 4.49
C -1.34 3.97 0.05
H 6.29 -0.31 -2.89
C -2.99 5.13 -1.35
H -4.22 -0.46 2.58

***

# 2
91
Properties=species:S:1:pos:R:3 method="wB97M-V/def2-TZVPD" e_tot_ev=-71621.9434 relative_energy_kcal_mol=0.0 homo_ha=-0.323
H -5.39 0.86 -1.16
F -0.34 1.72 -4.86
H 2.38 2.38 -0.60
C -1.20 -1.56 3.86
H -2.83 -1.98 2.50
H -3.57 0.06 0.50
H -1.97 1.59 -1.30
C 3.29 -2.93 -2.16
H -3.49 -3.50 -1.71
H -1.67 -0.68 4.32
H 4.99 -3.29 1.13
C -0.61 2.27 2.15
F -1.47 4.48 2.49
C 5.82 -1.38 0.77
H 3.70 -2.27 -1.40
O 3.51 -1.84 1.03
H 3.69 1.92 0.51
H 0.73 3.18 -2.10
O 1.26 -1.56 -2.04
O -1.28 2.75 -2.51
H -2.12 1.84 4.41
H 1.38 -3.43 -1.26
C 4.80 -2.26 1.44
H 3.68 -2.65 -3.14
H -0.13 -1.37 3.81
H 4.82 2.38 -1.55
O -1.93 1.67 2.34
C 0.12 2.39 -2.60
H 2.30 -2.17 2.70
H -3.69 1.80 0.15
O -1.39 -0.85 1.55
H 1.39 -1.14 -2.90
H -4.07 1.17 -2.31
C -1.52 -3.14 -0.87
H -1.03 4.72 -1.78
C 2.36 -3.96 1.64
H -1.84 -1.65 -2.08
O 0.09 1.54 1.35
H -1.26 -2.79 2.13
C 1.78 -2.90 -2.12
F 2.55 -4.53 0.43
F 0.48 4.28 1.58
O 2.50 0.38 -0.16
H -1.74 0.01 1.89
H -3.51 -2.86 -0.06
C -1.74 -1.87 2.48
F 0.64 3.64 -4.56
H 3.09 -0.21 0.35
H -1.37 -2.41 4.53
C 0.53 2.38 -4.07
H 5.73 -1.46 -0.32
H -3.62 3.79 -3.14
O -1.35 -1.77 -1.26
C -2.68 2.03 3.49
H 6.82 -1.74 1.02
H -3.09 -4.55 -0.39
F 1.72 1.80 -4.23
H 3.62 1.48 -2.52
H -0.16 2.35 3.17
H -1.02 -3.29 0.08
F 3.30 -4.45 2.46
H -0.99 -3.84 -1.54
C -3.99 1.25 3.49
C 4.13 1.54 -1.55
C 3.15 1.63 -0.40
H 1.35 -3.40 -3.00
C -0.73 3.71 1.65
H -2.94 3.09 3.50
C -2.97 -3.52 -0.74
H 3.64 -3.94 -1.94
H -4.40 -0.47 -1.74
H -3.39 3.84 -1.37
Y 0.20 -0.24 -0.18
O 0.33 1.23 -2.03
C -3.08 4.28 -2.32
H 4.89 -2.24 2.53
H 4.72 0.61 -1.49
H -1.31 4.56 -3.50
C -3.44 0.82 -0.26
O 1.28 -1.98 1.02
H -3.37 5.33 -2.31
H -4.58 1.52 4.37
H -3.81 0.17 3.58
C -4.38 0.58 -1.44
H -4.59 1.41 2.60
C 2.35 -2.43 1.61
F -1.31 3.80 0.44
O -2.08 0.85 -0.67
F 1.18 -4.40 2.10
C -1.58 4.14 -2.53
H 5.72 -0.34 1.05

***

# 3
106
Properties=species:S:1:pos:R:3 method="wB97M-V/def2-TZVPD" e_tot_ev=-146638.6842 smiles="CCCCNc1cc2c(c(/C(I)=C(/C)I)c1[PH2]=N)N(CCCCCCCSc1nnco1)c1c(I)cc(COO)c(B(O)O)c1S2.O=S1(=O)OCCO1.O=S1(=O)OCCO1" homo_ha=-0.302
H 3.84 -9.40 1.14
C -1.91 -2.51 1.21
C -3.17 -1.24 3.01
H -0.07 2.37 -3.25
C 1.26 -0.20 -2.16
H -7.56 -2.41 0.19
O -10.05 -4.45 0.05
H -2.49 -3.34 0.79
H -6.25 -0.41 1.63
H -3.36 -1.21 4.09
H 4.01 4.06 4.37
C 2.49 -5.85 -1.03
O -9.47 -2.21 0.92
H -1.00 -2.47 -5.00
H -0.69 -0.97 -5.87
C -8.35 -1.67 0.21
H 3.65 5.40 3.26
H -0.78 -1.54 -0.94
C 4.27 -6.90 0.42
H 1.38 1.38 -4.60
H -0.89 -3.26 -1.21
H -0.05 -3.63 1.13
H 4.20 -7.00 1.51
I 0.42 -5.04 -3.02
C 2.55 -0.75 -0.22
H 6.37 -3.75 0.77
C -0.45 -2.66 0.82
H -9.49 -0.48 -1.21
N 1.06 -2.44 -1.23
H 1.92 3.17 0.44
C 0.33 -0.64 -3.23
H 4.76 4.03 0.49
C 0.69 -1.35 -4.30
H 4.54 -3.09 3.27
O 6.06 -4.44 1.36
S -4.75 1.34 2.04
H -4.39 -1.70 1.26
H 2.29 4.53 -0.59
H 3.71 10.95 0.86
H 2.38 8.90 1.04
O 4.39 -4.01 3.02
O 3.75 -8.07 -0.19
N -6.25 1.02 -0.27
S 5.16 7.87 0.89
S -10.39 -3.07 -0.06
C 3.71 3.44 2.30
H -2.71 -0.29 2.73
H -2.62 -3.30 3.09
C 4.09 10.06 0.37
H 4.66 2.91 2.47
C 3.62 -4.48 0.60
C 1.63 -1.14 -1.19
C 3.04 8.98 0.17
O 6.24 7.64 0.02
C 1.80 1.10 -2.16
C -8.90 -1.40 -1.18
H 2.35 -6.81 -1.52
H 3.65 5.23 1.08
H 2.39 4.29 3.79
H -8.13 -1.36 -1.94
H 4.57 10.33 -0.57
H 4.28 2.64 -0.94
C 1.74 -4.76 -1.43
O 4.42 -9.18 0.40
C 1.88 -3.52 -0.82
O -4.67 2.55 -0.26
O 5.06 9.43 1.23
C 3.43 4.36 3.50
H 3.81 0.79 0.55
H 5.32 -6.75 0.16
H -5.00 3.21 -2.23
C -5.30 2.52 -1.46
S 3.07 -1.88 1.03
H -8.01 -0.77 0.69
C 2.71 1.47 -1.17
N 3.29 2.77 -1.11
O 5.02 7.16 2.11
N -6.22 1.64 -1.52
H -2.27 -1.59 0.72
C -5.49 -0.27 2.40
H -5.00 -2.30 2.79
I 2.71 -1.83 -4.52
H 0.35 -2.35 -6.16
B 4.73 -4.27 1.71
N 2.07 3.59 -3.75
C 2.83 -3.42 0.19
H 2.45 9.12 -0.73
C 3.43 -5.72 -0.02
C -0.31 -2.49 -0.69
O 3.80 7.77 0.06
P 1.30 2.26 -3.50
H 0.15 -1.90 1.33
O -11.73 -2.63 0.08
C -0.21 -1.83 -5.40
C 3.08 0.53 -0.21
C -2.18 -2.37 2.72
H 2.94 2.66 2.26
I -1.72 -0.13 -3.02
C 3.76 4.16 0.93
H -1.25 -2.20 3.26
O -9.77 -2.52 -1.43
H 1.49 4.41 -3.63
C -4.51 -1.45 2.32
C -5.32 1.58 0.43
C 2.74 3.67 -0.09
H -6.02 -0.22 3.34